44
Properties=species:S:1:pos:R:3:mulliken_charge:R:1 method="wB97M-V/def2-TZVPD" lumo_energy_ev=0.31 e_homo_ev=-8.7 e_above_lowest_kcal_mol=20.55 molar_mass_g_mol=404.88 energy_ev=-54298.2078 total_charge=0
C 1.359 -1.152 4.261 -0.6943
H 1.557 -2.225 4.152 0.2871
O 0.677 -0.617 3.153 -0.2884
C -0.611 -1.135 2.944 -0.4130
C -0.606 -2.456 2.150 -0.9836
N -0.120 -2.232 0.817 0.2152
C -0.868 -1.862 -0.263 0.4225
N -0.108 -1.527 -1.269 -0.1279
N 1.161 -1.646 -0.866 -0.9334
C 1.170 -2.059 0.373 0.2516
C 2.372 -2.322 1.150 0.7265
C 3.395 -1.378 1.181 -0.4009
C 4.523 -1.657 1.935 -0.3891
N 4.684 -2.775 2.623 -0.6190
C 3.725 -3.682 2.568 -0.4636
C 2.552 -3.513 1.850 -0.3418
H 1.815 -4.303 1.814 0.5540
H 3.907 -4.590 3.130 0.3803
H 5.340 -0.951 1.997 0.3828
H 3.293 -0.456 0.634 0.4497
S -2.608 -1.872 -0.272 -0.2511
C -2.856 -1.495 -2.027 -0.7147
C -2.296 -0.156 -2.503 0.6059
O -2.058 0.015 -3.672 -0.6507
N -2.179 0.780 -1.526 -0.0490
C -1.646 2.058 -1.609 0.2322
N -1.642 2.697 -0.443 -0.5215
C -1.164 3.925 -0.390 -0.5236
C -0.665 4.575 -1.509 0.5068
C -0.662 3.909 -2.730 -0.6053
C -1.163 2.624 -2.789 -0.2423
H -1.180 2.063 -3.708 0.4745
H -0.276 4.392 -3.614 0.4306
Cl -0.057 6.185 -1.386 -0.2164
H -1.181 4.402 0.580 0.3810
H -2.445 0.525 -0.581 0.2253
H -2.402 -2.286 -2.622 0.3750
H -3.937 -1.507 -2.180 0.4503
H 0.031 -3.187 2.650 0.3137
H -1.625 -2.846 2.084 0.4865
H -1.150 -0.374 2.370 0.3041
H -1.131 -1.294 3.898 0.4110
H 2.309 -0.626 4.315 0.2233
H 0.794 -0.986 5.186 0.3399

11
Properties=species:S:1:pos:R:3:mulliken_charge:R:1 method="wB97M-V/def2-TZVPD" lumo_energy_ev=-0.04 e_homo_ev=-8.5 e_above_lowest_kcal_mol=105.93 molar_mass_g_mol=57.10 energy_ev=-4709.5635 total_charge=0
C 2.940 1.047 -0.183 -0.4362
C 3.528 -0.036 -0.772 -0.4418
H 3.659 1.845 -0.023 0.2059
H 1.830 1.235 -0.109 0.2484
H 4.615 0.215 -1.134 0.1750
H 3.275 -1.080 -0.502 0.2483
C -4.265 -0.528 0.800 -0.1958
N -3.523 -0.680 -0.282 -0.4946
H -5.222 -0.967 1.090 0.2566
H -3.914 0.416 1.318 0.2085
H -2.923 -1.466 -0.202 0.2258

82
Properties=species:S:1:pos:R:3:mulliken_charge:R:1 method="wB97M-V/def2-TZVPD" lumo_energy_ev=-5.85 e_homo_ev=-12.8 e_above_lowest_kcal_mol=0.43 molar_mass_g_mol=810.76 energy_ev=-99440.8314 total_charge=+2
Zr -0.070 0.486 -0.268 -0.4094
C -2.368 0.809 2.136 -2.0429
N -1.289 1.651 1.552 1.6526
C -0.375 2.082 2.631 -1.5753
C 0.832 2.741 2.043 0.6486
C 1.534 3.705 2.742 -1.0292
C 2.623 4.310 2.140 -0.6387
C 2.953 3.944 0.846 -0.9637
C 2.206 2.970 0.215 -0.8478
N 1.168 2.353 0.802 0.9529
C -1.883 2.874 0.951 -1.2987
C -2.752 2.489 -0.205 0.3501
C -3.890 3.194 -0.552 -0.9915
C -4.655 2.739 -1.614 -0.5352
C -4.269 1.578 -2.266 -1.2644
C -3.117 0.936 -1.854 -0.5283
N -2.351 1.391 -0.854 0.9924
C -2.410 -0.622 1.667 0.6976
C -3.268 -1.507 2.297 -0.8752
C -3.400 -2.794 1.802 -0.7757
C -2.675 -3.157 0.680 -1.0580
C -1.826 -2.228 0.112 -0.6611
N -1.680 -0.986 0.604 1.6603
H -2.298 0.828 3.225 0.7454
H -3.337 1.252 1.891 0.3471
H -0.891 2.768 3.311 0.5909
H -0.070 1.199 3.192 0.5518
H 1.220 3.984 3.739 0.5508
H 3.190 5.069 2.662 0.4749
H 3.777 4.409 0.323 0.5154
H 2.437 2.655 -0.789 0.5516
H -2.457 3.424 1.704 0.6327
H -1.075 3.524 0.610 0.5305
H -4.176 4.075 0.006 0.5550
H -5.549 3.268 -1.914 0.4542
H -4.852 1.169 -3.078 0.5234
H -2.790 0.017 -2.320 0.7967
H -3.840 -1.179 3.156 0.6102
H -4.071 -3.498 2.278 0.4765
H -2.757 -4.142 0.244 0.5994
H -1.237 -2.461 -0.763 0.1784
Cl 0.064 0.122 -7.748 -0.1774
C -0.124 -0.027 -6.042 -0.0368
C -0.485 -1.263 -5.492 -0.4943
C -0.646 -1.412 -4.134 0.3872
Cl -1.120 -2.939 -3.482 -0.1668
C -0.438 -0.336 -3.254 -1.3164
O -0.625 -0.485 -1.966 1.5470
C -0.077 0.905 -3.825 1.7030
C 0.144 2.053 -3.016 -0.5139
O 0.151 2.100 -1.769 -0.3060
C 0.069 1.049 -5.220 -1.1890
H -0.647 -2.114 -6.141 0.5126
H 0.331 2.996 -3.541 0.3414
H 0.343 2.010 -5.637 0.4888
C 5.388 0.267 -0.705 -0.7212
N 4.592 -0.919 -0.435 0.1964
C 5.090 -2.100 0.073 -0.6384
C 4.051 -2.959 0.135 -0.6058
N 2.928 -2.313 -0.334 0.6459
B 1.512 -2.939 -0.396 0.3149
N 1.005 -3.194 1.064 0.3905
C 0.627 -4.397 1.610 -0.6885
C 0.200 -4.171 2.875 -0.5190
N 0.301 -2.812 3.087 0.3728
C -0.004 -2.114 4.325 -0.7132
C 0.798 -2.239 1.973 -0.3418
S 1.208 -0.569 1.806 -0.4556
C 3.276 -1.068 -0.679 0.1867
S 2.311 0.158 -1.431 -0.6315
H 6.236 0.281 -0.026 0.3534
H 4.777 1.151 -0.545 0.2150
H 5.747 0.265 -1.734 0.3216
H 6.127 -2.218 0.329 0.5008
H 4.013 -3.982 0.465 0.5115
H 1.525 -3.994 -0.971 -0.1675
H 0.787 -2.130 -0.913 -0.3812
H 0.705 -5.314 1.053 0.5963
H -0.153 -4.841 3.638 0.4830
H -0.386 -2.833 5.043 0.3384
H -0.756 -1.347 4.145 0.1725
H 0.894 -1.647 4.726 0.3402

20
Properties=species:S:1:pos:R:3:mulliken_charge:R:1 method="wB97M-V/def2-TZVPD" lumo_energy_ev=0.36 e_homo_ev=-9.0 e_above_lowest_kcal_mol=34.90 molar_mass_g_mol=131.20 energy_ev=-20751.3327 total_charge=0
C -0.679 -0.004 -1.004 -0.3485
C 0.271 1.209 -1.288 -0.5854
S 0.519 1.405 -3.089 -0.2488
N -1.302 0.267 0.363 -0.5744
H -0.226 -1.069 -1.076 0.2681
H -1.544 0.076 -1.688 0.2988
H 1.283 1.144 -0.720 0.3211
H -0.238 2.060 -0.744 0.3092
H 1.794 0.955 -3.288 0.1269
H -0.966 -0.385 1.038 0.2258
H -2.380 0.304 0.422 0.2037
H -3.270 -3.017 2.054 0.3299
H -1.797 -3.507 1.807 0.2993
O -2.285 -2.844 2.244 -0.6305
H 1.453 4.214 -0.405 0.3332
H 2.042 5.118 0.763 0.3279
O 1.421 5.150 -0.040 -0.6600
H 1.450 -4.172 1.754 0.3085
H 2.549 -3.282 1.785 0.3203
O 1.906 -3.622 1.111 -0.6250

12
Properties=species:S:1:pos:R:3:mulliken_charge:R:1 method="wB97M-V/def2-TZVPD" lumo_energy_ev=-1.73 e_homo_ev=-9.0 e_above_lowest_kcal_mol=137.26 molar_mass_g_mol=115.16 energy_ev=-18491.9457 total_charge=0
C 0.439 2.441 -0.725 -0.3019
C -0.059 -0.974 0.155 0.5748
C -0.718 -1.246 1.443 -0.3587
H -0.023 3.656 -0.702 0.2334
H 0.981 2.164 -1.650 0.2262
H 0.893 0.220 -1.100 0.3164
H 0.013 -2.947 -0.601 0.2532
H -0.614 -0.388 2.316 0.2891
N 0.174 1.465 0.302 -0.3854
N 0.614 0.147 -0.130 -0.0317
N 0.043 -1.820 -0.852 -0.6741
S -1.742 -2.717 1.544 -0.1412

16
Properties=species:S:1:pos:R:3:mulliken_charge:R:1 method="wB97M-V/def2-TZVPD" lumo_energy_ev=0.86 e_homo_ev=-8.8 e_above_lowest_kcal_mol=41.24 molar_mass_g_mol=106.19 energy_ev=-17191.0371 total_charge=0
C 2.565 -1.372 0.062 -1.0024
C 1.403 -0.274 0.365 -0.4293
S 0.543 0.181 -1.307 -0.2998
H 3.395 -0.989 0.644 0.3188
H 2.282 -2.494 0.269 0.2570
H 2.864 -1.308 -0.956 0.3290
H 1.878 0.616 0.818 0.3814
H 0.709 -0.858 0.975 0.3195
H 0.369 -1.188 -1.673 0.1418
O -0.731 1.275 1.034 -0.5212
C -1.529 1.591 0.153 0.1945
C -2.845 0.778 0.074 -0.8483
H -1.512 2.354 -0.672 0.3100
H -2.644 -0.264 -0.088 0.2335
H -3.318 0.753 1.032 0.3018
H -3.426 1.198 -0.730 0.3136

94
Properties=species:S:1:pos:R:3:mulliken_charge:R:1 method="wB97M-V/def2-TZVPD" s2=2.026 lumo_energy_ev="2.02 / 2.01" multiplicity=3 e_homo_ev="-2.9 / -5.1" e_above_lowest_kcal_mol=0.00 molar_mass_g_mol=1092.48 energy_ev=-282373.0760 total_charge=-1
Ti -1.773 -0.565 -0.726 -0.5302
Br -2.757 -4.920 -2.616 -0.2524
C -2.441 -4.528 -0.715 -0.1376
C -2.566 -5.479 0.309 -0.4039
C -2.546 -5.042 1.607 0.3438
Br -3.014 -6.424 2.862 -0.2911
C -2.332 -3.704 2.021 0.7963
C -2.266 -3.206 3.352 -1.6305
C -2.064 -1.814 3.475 -0.9500
C -1.853 -0.963 2.393 -0.9124
N -1.794 -1.479 1.115 1.6041
C -2.087 -2.807 0.987 0.0210
C -2.235 -3.223 -0.354 0.1166
O -2.163 -2.273 -1.325 -0.5448
H -2.747 -6.549 0.142 0.3778
H -2.485 -3.789 4.231 0.3695
H -2.129 -1.274 4.421 0.4816
H -1.807 0.102 2.520 0.7243
Cl -0.807 2.445 0.017 -0.1415
C -2.411 2.098 0.701 0.9430
C -3.013 0.950 0.292 -1.6957
C -4.258 0.741 0.827 1.1602
Cl -5.108 -0.732 0.358 -0.1952
C -4.855 1.526 1.785 -0.2221
Cl -6.320 1.083 2.522 -0.2146
C -4.176 2.650 2.194 0.5600
Cl -4.840 3.651 3.441 -0.2191
C -2.915 2.961 1.638 -0.2520
Cl -2.044 4.304 2.270 -0.2089
C 2.425 2.491 4.870 -1.6195
C 2.707 1.002 4.780 0.2213
C 4.201 0.776 4.766 -1.2422
Sb 1.556 0.141 2.953 0.4893
C 1.360 -1.967 3.607 0.5361
C 2.417 -2.380 4.637 -1.5446
C 1.168 -2.853 2.413 -0.7589
C 3.102 -0.120 1.375 0.8599
C 3.413 1.313 0.837 -1.2949
C 4.337 -0.967 1.639 -1.3403
H 2.908 2.912 5.714 0.5148
H 1.345 2.641 4.982 0.3263
H 2.741 3.000 3.966 0.3117
H 2.284 0.486 5.594 0.5087
H 4.696 1.197 3.901 0.2314
H 4.461 -0.312 4.839 0.1455
H 4.656 1.314 5.646 0.4335
H 0.409 -2.019 4.194 0.0617
H 3.462 -2.317 4.326 0.1934
H 2.218 -3.381 5.047 0.4405
H 2.352 -1.683 5.450 0.4275
H 2.085 -2.922 1.833 0.3288
H 0.328 -2.463 1.827 -0.3179
H 0.931 -3.881 2.737 0.4345
H 2.527 -0.651 0.653 -0.2511
H 3.902 1.830 1.682 0.3824
H 2.473 1.837 0.641 0.2123
H 4.074 1.276 -0.042 0.3366
H 4.941 -0.497 2.412 0.2144
H 4.997 -0.957 0.758 0.4267
H 4.083 -1.979 1.948 0.2485
C 0.348 -0.555 -0.836 -0.3938
C 1.030 -0.376 -2.095 1.4751
C 0.821 -1.295 -3.130 -0.8449
C 1.464 -1.223 -4.337 -0.4026
C 2.429 -0.235 -4.545 0.2036
C 2.637 0.651 -3.503 -0.7444
C 1.984 0.640 -2.305 -0.5446
C 3.159 -0.128 -5.775 -0.0200
N 3.772 -0.125 -6.743 -0.6010
H 0.709 0.151 -0.086 -0.2917
H 0.467 -1.570 -0.485 0.2809
H 0.129 -2.112 -2.920 0.3180
H 1.302 -2.025 -5.012 0.5813
H 3.422 1.403 -3.667 0.3848
H 2.129 1.439 -1.600 0.6300
C -2.471 4.477 -5.374 -1.4444
C -1.402 3.472 -5.709 0.7235
C -0.338 3.541 -4.603 -1.3076
C -1.877 1.984 -5.928 -1.0979
N -2.236 1.351 -4.704 0.7270
C -1.510 0.530 -3.943 -0.5621
N -2.217 0.362 -2.817 0.9345
N -3.377 0.994 -2.962 -0.2514
N -3.417 1.619 -4.084 -0.8891
H -1.981 5.446 -5.179 0.3962
H -3.037 4.308 -4.439 0.2827
H -3.147 4.699 -6.210 0.3741
H -0.977 3.770 -6.662 0.3155
H -0.812 3.464 -3.599 0.2521
H 0.185 4.475 -4.592 0.5341
H 0.426 2.751 -4.740 0.1738
H -1.081 1.377 -6.404 0.3977
H -2.753 1.981 -6.600 0.3680
H -0.531 0.151 -4.141 0.4300

81
Properties=species:S:1:pos:R:3:mulliken_charge:R:1 method="wB97M-V/def2-TZVPD" s2=0.784 lumo_energy_ev="-1.15 / -1.70" multiplicity=2 e_homo_ev="-5.9 / -7.3" molar_mass_g_mol=813.42 energy_ev=-126271.5947 total_charge=0
Ti 0.243 -0.029 -0.203 0.5864
Cl 3.975 8.359 1.211 -0.2174
C 3.210 6.810 1.048 0.3901
C 2.522 6.272 2.125 -0.9684
C 1.913 5.035 1.990 -0.0695
C 1.982 4.329 0.790 -0.5009
C 2.676 4.894 -0.277 -0.0057
C 3.293 6.130 -0.155 -0.9299
C 1.296 3.019 0.625 1.6729
C 0.226 2.967 -0.246 -0.3189
C -0.481 4.120 -0.768 -1.4899
C -1.608 3.671 -1.362 -1.3138
C -1.597 2.221 -1.296 0.2146
C -2.442 1.379 -1.986 1.0541
C -3.608 1.992 -2.669 -0.4146
C -4.585 2.593 -1.872 0.0352
C -5.699 3.196 -2.432 -0.9618
C -5.841 3.195 -3.811 0.4170
Cl -7.233 3.943 -4.528 -0.2189
C -4.886 2.608 -4.624 -0.9387
C -3.774 2.010 -4.049 -0.2898
C -2.200 -0.013 -2.130 0.2315
N -1.295 -0.698 -1.359 0.3591
C -1.202 -1.973 -1.876 -0.1300
C -0.558 -3.069 -1.239 1.4835
C -0.692 -4.403 -1.893 -0.9771
C -1.751 -5.247 -1.574 0.3634
C -1.877 -6.489 -2.178 -0.9692
C -0.935 -6.883 -3.114 0.4403
Cl -1.086 -8.436 -3.874 -0.2169
C 0.124 -6.057 -3.454 -1.0068
C 0.239 -4.819 -2.838 0.1760
C 0.046 -3.009 -0.002 -0.3318
C 0.351 -4.136 0.852 -1.3516
C 0.749 -3.646 2.047 -1.2469
C 0.774 -2.201 1.944 0.2208
N 0.321 -1.845 0.687 0.2696
C 1.378 -1.345 2.839 0.9597
C 1.635 0.019 2.563 0.2864
C 2.592 0.838 3.208 -0.8695
C 2.663 2.017 2.501 -1.5019
C 1.701 1.942 1.464 0.0849
N 1.077 0.715 1.517 0.1832
C 1.922 -1.908 4.103 -0.3976
C 3.291 -2.098 4.268 0.0238
C 3.795 -2.642 5.440 -0.9565
C 2.918 -3.000 6.451 0.4161
Cl 3.544 -3.678 7.922 -0.2187
C 1.551 -2.827 6.307 -0.8962
C 1.060 -2.279 5.133 -0.0189
C -2.068 -2.087 -2.987 -1.2634
C -2.719 -0.876 -3.117 -1.0485
N -0.465 1.830 -0.602 0.5653
H 2.461 6.821 3.055 0.4069
H 1.365 4.613 2.823 0.5364
H 2.738 4.354 -1.214 0.4721
H 3.836 6.564 -0.984 0.4118
H -0.159 5.144 -0.663 0.4689
H -2.368 4.263 -1.844 0.4785
H -4.463 2.576 -0.795 0.4828
H -6.452 3.658 -1.809 0.4160
H -5.006 2.630 -5.698 0.3969
H -3.013 1.590 -4.694 0.5891
H -2.485 -4.925 -0.844 0.4885
H -2.699 -7.147 -1.929 0.4155
H 0.848 -6.382 -4.188 0.4136
H 1.064 -4.166 -3.095 0.4891
H 0.253 -5.171 0.564 0.5235
H 1.040 -4.207 2.920 0.4716
H 3.159 0.571 4.086 0.5600
H 3.311 2.854 2.698 0.5762
H 3.962 -1.834 3.459 0.5502
H 4.858 -2.794 5.568 0.4068
H 0.884 -3.115 7.108 0.4097
H -0.006 -2.132 5.005 0.4845
H -2.214 -2.971 -3.585 0.5380
H -3.469 -0.645 -3.855 0.5787
C 1.817 -0.133 -1.482 -1.0472
H 2.315 -1.100 -1.401 0.3411
H 2.514 0.670 -1.228 0.3916
H 1.444 0.008 -2.498 0.3548

14
Properties=species:S:1:pos:R:3:mulliken_charge:R:1 method="wB97M-V/def2-TZVPD" lumo_energy_ev=0.63 e_homo_ev=-9.9 e_above_lowest_kcal_mol=0.86 molar_mass_g_mol=118.08 energy_ev=-17539.5811 total_charge=0
C 0.266 -1.880 0.757 -0.1932
C 0.319 -0.518 1.324 0.0993
C -1.217 0.142 -1.109 -1.0732
N 1.397 -1.334 0.804 -0.5681
N 1.189 1.209 -0.608 -0.6396
O -0.869 1.956 0.918 -0.7302
P -0.226 0.811 0.237 0.8237
H -0.216 -2.813 0.547 0.3588
H 0.099 -0.567 2.463 0.3536
H -1.335 1.135 -1.637 0.2741
H -0.841 -0.419 -2.010 0.3603
H -2.127 -0.276 -0.790 0.3904
H 1.818 0.482 -0.559 0.2705
H 1.744 2.072 -0.337 0.2735

67
Properties=species:S:1:pos:R:3:mulliken_charge:R:1 method="wB97M-V/def2-TZVPD" s2=6.061 lumo_energy_ev="0.40 / -1.34" multiplicity=5 e_homo_ev="-2.6 / -7.2" molar_mass_g_mol=507.70 energy_ev=-48215.3249 total_charge=0
Ru 0.057 -0.490 -0.424 -0.6099
Si -1.529 -1.468 -1.872 0.8397
P 0.509 -2.714 -0.086 1.1305
N 1.538 0.391 -1.014 -0.8318
H -0.561 -1.105 0.971 0.1121
C 1.554 -2.972 1.378 -1.3812
H 1.856 -4.028 1.452 0.4524
H 0.978 -2.694 2.273 0.3268
H 2.443 -2.331 1.317 0.2970
C -0.699 -4.083 0.048 -1.1535
H -0.155 -5.020 0.233 0.5039
H -1.296 -4.185 -0.865 0.2870
H -1.379 -3.869 0.886 0.1476
C 1.534 -3.199 -1.534 -1.2194
H 1.870 -4.237 -1.430 0.4531
H 2.403 -2.532 -1.600 0.2617
H 0.953 -3.098 -2.459 0.2561
C -3.287 -2.026 -1.442 -1.1227
H -3.801 -1.285 -0.829 0.3233
H -3.238 -2.961 -0.878 0.2457
H -3.858 -2.185 -2.367 0.4635
H -1.674 -0.177 -2.593 -0.3260
H -1.158 -2.561 -2.816 -0.2464
C 2.322 0.557 -2.080 0.3625
C 4.376 1.408 -3.095 -0.6431
C 3.686 1.013 -1.966 -0.2237
C 1.796 0.328 -3.388 -0.2397
C 2.541 0.654 -4.506 -0.5983
C 3.805 1.230 -4.362 -0.4742
H 5.373 1.839 -2.991 0.3727
H 4.136 1.041 -0.970 0.4211
H 0.781 -0.078 -3.459 0.1071
H 2.123 0.453 -5.492 0.3912
H 4.367 1.532 -5.247 0.3506
C -2.795 -1.601 2.606 0.8293
O -2.463 -1.858 1.441 -0.0895
C -2.156 -0.483 3.390 -0.8799
H -2.214 -0.676 4.469 0.4789
H -2.670 0.464 3.170 0.1885
H -1.107 -0.365 3.081 0.1103
C -3.867 -2.389 3.301 -1.5381
H -3.429 -2.871 4.183 0.3563
H -4.265 -3.143 2.620 0.3078
H -4.664 -1.711 3.624 0.3729
C 1.103 4.198 0.359 -0.7587
N 1.650 2.815 0.521 0.7845
C 3.096 2.899 0.868 -1.0616
C 0.888 1.934 1.514 -1.7735
C -0.570 1.990 1.201 1.9618
C -1.336 3.031 1.756 -0.9477
C -2.634 3.264 1.320 -0.5226
C -3.224 2.354 0.443 -1.1486
C -2.515 1.219 0.020 0.3581
C -1.179 1.066 0.355 0.2793
H 1.015 4.655 1.356 0.3486
H 0.130 4.171 -0.154 0.2970
H 1.825 4.762 -0.251 0.2889
H 1.544 2.304 -0.380 -0.0485
H 3.177 3.249 1.899 0.4012
H 3.544 1.911 0.758 0.2955
H 3.568 3.608 0.179 0.3794
H 1.321 0.931 1.387 0.2855
H 1.137 2.321 2.506 0.5735
H -0.858 3.689 2.482 0.2849
H -3.175 4.141 1.676 0.3980
H -4.243 2.514 0.091 0.3113
H -3.000 0.457 -0.584 -0.1586